Computed, not measured: a cluster of 3 separate species, C2HBrN2O2 in total in a non-equilibrium geometry, with the ωB97M-V functional and the def2-TZVPD basis.

The geometry in XYZ format:
```
8
Properties=species:S:1:pos:R:3:forces:R:3
C 1.822914 0.496725 -0.196219 0.1 -0.2 0.1
C -1.102668 -2.347181 -0.560839 -2.0 -0.5 0.1
N 1.270208 -0.544174 0.089829 1.0 2.2 -0.9
N 0.866121 -1.537294 0.596602 -0.5 -1.9 1.4
O 2.377106 1.481733 -0.507827 -0.1 0.1 -0.2
O -2.101863 -2.583523 -0.066834 1.4 0.3 -0.5
Br -1.217810 1.911488 0.366552 0.2 -0.5 0.1
H -1.914007 3.122226 0.278736 -0.2 0.5 0.0
```
Forces are in eV/Å.

Values from the calculation:
- Relative energy (zero: lowest compared OMol25 entry of this formula, charge and spin): 73.70 kcal/mol
- HOMO-LUMO gap (spin up / spin down): 7.58 / 7.55 eV
- E_HOMO (spin up / spin down): -8.8182 / -8.7192 eV
- E_tot: -79203.424 eV
- LUMO level (spin up / spin down): -1.2 / -1.2 eV

So, what does the natural (NBO) scheme give us? The charges, in e, come out as: C 0.75; C 0.51; N -0.28; N -0.03; O -0.44; O -0.51; Br -0.21; H 0.21